DFT (the ωB97M-V functional and the def2-TZVPD basis) results for a molecular structure, C17H35LiN5O3P2.

Geometry (Å):
Li -0.2219 -0.1714 -0.5771
C -0.8706 2.2121 3.2427
C 0.0565 1.8991 2.1029
C 1.0281 0.9094 2.2156
C 1.8997 0.6380 1.1700
C 1.8236 1.3686 -0.0086
C 0.8504 2.3538 -0.1369
C -0.0276 2.6084 0.9067
H -0.6542 3.1964 3.6613
H -0.7699 1.4845 4.0474
H -1.9115 2.2218 2.9152
H 1.1124 0.3501 3.1401
H 2.6434 -0.1408 1.2764
H 2.5029 1.1589 -0.8245
H 0.7774 2.9255 -1.0530
H -0.7782 3.3823 0.7968
C -4.0393 -3.8726 0.3005
N -3.5357 -2.5244 0.0540
C -4.5922 -1.5121 0.0856
P -2.0795 -2.0976 0.6962
O -1.7448 -0.6907 0.3746
O -1.1107 -3.2030 0.0294
P 0.0947 -2.9947 -1.0157
O 0.8285 -1.7170 -0.8745
N 1.0517 -4.2720 -0.6595
C 2.5008 -4.1852 -0.8189
C 0.5285 -5.6310 -0.6365
N -0.7010 -3.0527 -2.4606
C 0.0054 -2.5798 -3.6477
C -1.6963 -4.0758 -2.7571
N -1.9189 -2.4103 2.2923
C -1.6959 -3.7433 2.8347
C -1.7926 -1.3350 3.2700
H -4.8266 -4.0925 -0.4209
H -4.4557 -3.9808 1.3082
H -3.2479 -4.6094 0.1668
H -5.3340 -1.7661 -0.6717
H -4.1722 -0.5364 -0.1433
H -5.0926 -1.4713 1.0594
H 2.8156 -3.1482 -0.7465
H 2.8240 -4.5976 -1.7790
H 2.9764 -4.7540 -0.0186
H -0.5396 -5.6275 -0.4234
H 1.0257 -6.1924 0.1560
H 0.7000 -6.1491 -1.5848
H 0.6750 -1.7655 -3.3820
H -0.7292 -2.2082 -4.3641
H 0.5762 -3.3799 -4.1309
H -2.2548 -4.3404 -1.8630
H -1.2450 -4.9794 -3.1800
H -2.4038 -3.6767 -3.4856
H -1.8908 -4.5095 2.0879
H -2.3627 -3.9168 3.6813
H -0.6622 -3.8514 3.1754
H -1.9304 -0.3719 2.7878
H -0.7974 -1.3547 3.7232
H -2.5394 -1.4585 4.0568
C -2.4744 1.1653 -4.3928
C -1.6246 0.8432 -3.2584
N -0.9451 0.6084 -2.3670
H -1.8831 1.6654 -5.1576
H -3.2799 1.8205 -4.0676
H -2.8967 0.2494 -4.8023

Output
Charge: +1
Energy above the lowest of the compared OMol25 structures with the same formula, charge and spin (kcal per mole): 7.4
M (u): 426.39
DFT total energy (eV): -50575.0751
Frontier orbital gap (hartree): 0.352

These are the natural (NBO) partial charges, in e, on atoms 1 to 2: number 1, Li, carries 0.883; number 2, C, carries -0.656

DFT (the ωB97M-V functional and the def2-TZVPD basis) results for a molecular structure, C43H43HfN4O2S in a non-equilibrium geometry.

Geometry (Å):
Hf 0.2281 0.2902 -0.7692
O -0.1680 2.0028 0.0231
C -1.1099 2.6156 0.8676
C -2.4790 1.9771 0.5555
C -2.6438 0.4713 0.6116
C -3.7222 -0.0648 1.2956
C -4.0141 -1.4125 1.1904
C -3.2201 -2.2251 0.4038
C -2.1200 -1.6704 -0.2208
C -1.1112 -2.5251 -0.9481
C 0.1217 -2.7419 -0.0224
O 0.7253 -1.4711 0.1147
C -0.3790 -3.2527 1.3236
C -0.4599 -2.4165 2.4264
C -1.0079 -2.8737 3.6212
C -1.4812 -4.1717 3.7181
C -1.3937 -5.0188 2.6178
C -0.8431 -4.5627 1.4319
C 1.1445 -3.7046 -0.6171
C 2.1742 -4.1750 0.1959
C 3.1805 -4.9727 -0.3196
C 3.1682 -5.3290 -1.6639
C 2.1336 -4.8962 -2.4751
C 1.1273 -4.0892 -1.9514
N -1.8411 -0.3517 -0.1110
C -1.1355 4.1047 0.5455
C -2.2848 4.8815 0.6193
C -2.2415 6.2414 0.3317
C -1.0475 6.8385 -0.0335
C 0.1068 6.0686 -0.1077
C 0.0613 4.7149 0.1788
C -0.7442 2.3679 2.3352
C -1.2740 3.1791 3.3362
C -1.0037 2.9304 4.6730
C -0.1897 1.8670 5.0392
C 0.3477 1.0561 4.0520
C 0.0698 1.3104 2.7155
H -3.2187 2.3969 1.2364
H -2.7603 2.2826 -0.4575
H -4.3410 0.5903 1.8922
H -4.8631 -1.8258 1.7186
H -3.4197 -3.2812 0.2936
H -1.5610 -3.4792 -1.2226
H -0.8074 -2.0255 -1.8780
H -0.1056 -1.3979 2.3588
H -1.0664 -2.2084 4.4729
H -1.9097 -4.5302 4.6442
H -1.7480 -6.0384 2.6892
H -0.7663 -5.2362 0.5854
H 2.1662 -3.9377 1.2540
H 3.9662 -5.3361 0.3295
H 3.9505 -5.9575 -2.0669
H 2.0996 -5.1900 -3.5156
H 0.3186 -3.7867 -2.6021
H -3.2360 4.4484 0.8994
H -3.1475 6.8293 0.3917
H -1.0138 7.8956 -0.2594
H 1.0454 6.5256 -0.3917
H 0.9648 4.1227 0.1182
H -1.8926 4.0277 3.0729
H -1.4234 3.5772 5.4320
H 0.0292 1.6818 6.0822
H 0.9931 0.2273 4.3166
H 0.5246 0.6718 1.9684
C 1.1663 -0.9563 -3.8229
N 1.7361 -0.1586 -2.7108
C 3.1106 -0.6545 -2.4987
C 1.7668 1.2759 -3.1117
C 0.3399 1.7383 -3.3486
C 0.0697 2.7233 -4.2879
C -1.2451 3.0637 -4.5760
C -2.2850 2.3929 -3.9476
C -2.0026 1.4162 -2.9991
C -0.6947 1.0756 -2.6626
H 1.7602 -0.7856 -4.7270
H 0.1342 -0.6881 -4.0152
H 1.2378 -2.0091 -3.5575
H 3.6518 -0.6449 -3.4507
H 3.0672 -1.6769 -2.1207
H 3.6292 -0.0221 -1.7860
H 2.3817 1.4162 -4.0092
H 2.2660 1.8284 -2.3073
H 0.8827 3.2159 -4.8099
H -1.4561 3.8325 -5.3072
H -3.3111 2.6318 -4.1964
H -2.8318 0.9100 -2.5114
N 3.1521 -1.1533 1.4416
C 3.6509 0.0309 1.0973
N 4.9079 0.3162 1.4539
S 2.7408 1.2070 0.2723
H 3.7484 -1.8647 1.8318
H 2.2608 -1.4331 1.0157
H 5.4489 -0.3047 2.0316
H 5.2647 1.2384 1.2739

Output
Charge: +1
Energy above the lowest of the compared OMol25 structures with the same formula, charge and spin (kcal per mole): 0.0
M (u): 858.40
DFT total energy (eV): -67486.9783
Frontier orbital gap (hartree): 0.312

These are the Löwdin partial charges, in e, on atoms 1 to 2: number 1, Hf, carries 1.583; number 2, O, carries -0.341

DFT (the ωB97M-V functional and the def2-TZVPD basis) results for a molecular structure, C47H43Ge2MnN4O7P2S3Se2 in a non-equilibrium geometry.

Geometry (Å):
Mn -0.2078 -0.3707 0.3307
O 1.3332 -1.3936 -2.4575
S -0.0254 -1.8726 -2.4216
O -0.6952 -1.8959 -3.7084
O -0.8811 -1.3348 -1.3491
C 0.0758 -3.6091 -1.9210
C -0.3114 -4.6212 -2.7836
C -0.2828 -5.9408 -2.3639
C 0.0884 -6.2487 -1.0607
C 0.4362 -5.2308 -0.1894
C 0.4569 -3.9149 -0.6316
S 0.7487 -2.6839 0.6551
O 1.6397 -3.3501 1.5748
O 1.3182 -1.4198 0.1685
O -0.5960 -2.4381 1.1833
H -0.6558 -4.3424 -3.7690
H -0.5761 -6.7279 -3.0458
H 0.0808 -7.2771 -0.7206
H 0.6833 -5.4208 0.8441
Se 2.8345 6.3457 0.9829
P 0.8759 5.8843 0.3810
C 0.5718 6.7200 -1.2025
C -0.4485 7.6378 -1.4228
C -0.4880 8.3405 -2.6119
C 0.4836 8.1365 -3.5821
C 1.5186 7.2412 -3.3535
C 1.5680 6.5485 -2.1638
C -0.3891 6.4324 1.5534
C -1.7199 6.0710 1.3481
C -2.6840 6.4838 2.2463
C -2.3275 7.2482 3.3484
C -1.0008 7.5945 3.5611
C -0.0319 7.1847 2.6657
C 0.6005 4.1233 0.2373
C 0.4070 3.0458 -0.6441
N 0.4765 1.9417 0.1222
N 0.6933 2.3190 1.3669
N 0.7707 3.6046 1.4616
P -0.0027 2.9440 -2.3889
Se -0.6970 1.0829 -3.0933
C -1.2883 4.2316 -2.5306
C -2.3610 4.0628 -1.6568
C -3.4591 4.8980 -1.7409
C -3.5004 5.8895 -2.7096
C -2.4501 6.0328 -3.6015
C -1.3445 5.2036 -3.5168
C 1.5186 3.4357 -3.2697
C 2.7406 3.5087 -2.6113
C 3.9068 3.6989 -3.3335
C 3.8579 3.8117 -4.7124
C 2.6443 3.7130 -5.3765
C 1.4811 3.5107 -4.6586
H -1.2041 7.8006 -0.6668
H -1.2771 9.0602 -2.7882
H 0.4424 8.6883 -4.5109
H 2.2892 7.0965 -4.1001
H 2.3935 5.8833 -1.9525
H -1.9888 5.4702 0.4909
H -3.7188 6.2079 2.0924
H -3.0869 7.5694 4.0481
H -0.7292 8.1852 4.4275
H 1.0086 7.4393 2.8181
H -2.3501 3.2570 -0.9312
H -4.2844 4.7627 -1.0548
H -4.3620 6.5403 -2.7834
H -2.4917 6.7949 -4.3686
H -0.5178 5.3185 -4.2015
H 2.7817 3.4219 -1.5344
H 4.8563 3.7627 -2.8198
H 4.7710 3.9529 -5.2745
H 2.6122 3.7832 -6.4567
H 0.5324 3.3778 -5.1600
O -3.8113 1.8129 -0.0220
S -3.3063 0.5094 0.4688
N -1.7914 0.3899 0.5100
C 3.6188 2.3168 1.8795
Ge 2.9961 0.6653 2.8283
C 4.1054 -0.7145 1.8871
C 3.9533 0.9093 4.6190
Ge 0.5701 -0.0479 2.6521
C -0.4767 1.2819 3.7657
C -1.8656 1.2247 3.7100
C -2.6549 2.2391 4.2220
C -2.0644 3.3433 4.8117
C -0.6852 3.4120 4.8917
C 0.0923 2.3909 4.3766
C 0.5133 -1.6805 3.8503
C -0.6979 -2.3258 4.0693
C -0.7598 -3.5534 4.7012
C 0.4023 -4.1721 5.1345
C 1.6168 -3.5358 4.9477
C 1.6612 -2.3031 4.3213
H 4.7004 2.3978 1.9752
H 3.1654 3.2219 2.2675
H 3.3774 2.2344 0.8243
H 5.1602 -0.4416 1.8497
H 3.7383 -0.7894 0.8667
H 4.0086 -1.7003 2.3333
H 4.9907 1.1547 4.4084
H 3.9277 0.0242 5.2440
H 3.5222 1.7343 5.1732
H -2.3301 0.3801 3.2111
H -3.7333 2.1831 4.1415
H -2.6747 4.1524 5.1886
H -0.2195 4.2812 5.3351
H 1.1694 2.4622 4.4138
H -1.6040 -1.8604 3.7056
H -1.7189 -4.0420 4.8324
H 0.3606 -5.1456 5.6106
H 2.5384 -4.0109 5.2648
H 2.6168 -1.8192 4.1735

Output
Charge: -2
Energy above the lowest of the compared OMol25 structures with the same formula, charge and spin (kcal per mole): 52.9
M (u): 1292.11
Multiplicity: 5
DFT total energy (eV): -395860.9147
<S²>: 6.218
Frontier orbital gap (spin up / spin down) (hartree): 0.254 / 0.255

These are the Löwdin partial charges, in e, on atoms 1 to 2: number 1, Mn, carries 0.580; number 2, O, carries -0.325

Among the records above, which one has the lowest DFT total energy? C47H43Ge2MnN4O7P2S3Se2

Which of these has the highest DFT total energy? C17H35LiN5O3P2